{"formula": "C25H40Al2CaCl3F8N5O11P", "method": "ωB97M-V/def2-TZVPD", "lumo_energy_ev": -6.58, "charge": 1, "de_lowest_kj_mol": 0.0, "gap_ev": 1.209, "e_homo_ev": -7.79, "total_energy_ev": -156755.7339, "species": ["C", "H", "H", "O", "C", "H", "C", "H", "O", "C", "C", "N", "H", "H", "H", "H", "H", "F", "O", "C", "H", "O", "F", "C", "C", "H", "H", "C", "H", "C", "Cl", "H", "H", "H", "Al", "F", "C", "H", "C", "C", "F", "C", "H", "N", "O", "N", "F", "C", "C", "H", "N", "C", "Cl", "H", "C", "H", "H", "H", "C", "P", "H", "H", "O", "C", "H", "H", "H", "C", "H", "H", "Al", "H", "F", "H", "C", "Cl", "O", "O", "H", "N", "H", "C", "C", "O", "H", "O", "F", "H", "F", "O", "H", "H", "H", "H", "C", "Ca"], "positions_angstrom": [[2.9056, -2.5240, -0.2976], [-4.8321, 6.5292, 4.0638], [-1.6392, 2.1739, 1.7761], [-0.8203, 2.5719, 3.9942], [-4.6681, 7.2115, 3.2306], [3.9069, -1.1906, -6.1240], [-2.1124, 3.0833, 2.1344], [-4.3726, 1.8462, -5.2193], [-2.0450, 4.3479, 4.0650], [1.5812, -2.0519, 0.0069], [-4.5951, 6.4098, 1.9081], [1.1826, -2.4489, -5.6328], [4.3486, 3.9148, 3.1073], [1.7778, -4.0321, -4.3871], [-6.7259, 4.1805, -1.1203], [-5.4947, 7.9197, 3.1847], [-2.7924, -2.7797, -0.2719], [-1.6930, -0.6947, -3.6975], [-4.4411, 1.5803, -6.1522], [2.0574, -1.3363, -5.0974], [-3.7439, 7.7574, 3.3980], [3.5070, 4.1504, 3.5177], [-2.5856, 1.9907, -3.5885], [-7.0024, 3.5961, -0.2378], [1.3942, -0.9113, 0.8064], [-1.2712, -4.4441, 1.1053], [-6.2961, 2.7721, -0.1508], [3.9022, -0.6924, 0.9858], [-6.9021, 4.2359, 0.6364], [-0.6425, -2.3444, -0.1227], [1.7021, 1.7453, -0.1098], [6.3462, -4.3889, -0.6581], [3.9400, -0.6862, -4.4176], [-8.4966, 2.5475, -1.3861], [5.2742, -6.6220, 0.5147], [-0.6944, 1.2101, -5.5255], [-2.2022, -0.7202, 1.0416], [-0.4638, -5.0434, -1.4634], [-2.5781, -0.6352, 2.3171], [-0.7956, -1.1753, 0.6814], [6.2403, -2.6105, 0.8582], [-1.6934, -4.5808, 0.0905], [2.9596, -3.4130, -0.9304], [0.5501, -2.7899, -0.4781], [5.2795, 1.5476, 1.9520], [-0.8940, -5.5413, -0.6948], [0.0185, 1.3359, -2.8167], [5.2997, -4.0257, -0.6704], [-8.5069, 3.0717, -0.4074], [2.1667, 0.3030, 4.2107], [0.1855, -0.4268, 1.1732], [2.6084, -0.2027, 1.3007], [-3.3618, -0.3123, -0.2138], [3.6927, 4.9689, 3.9886], [3.0131, 0.7618, 3.6572], [-1.7885, -3.3252, -1.6913], [1.4501, 1.3736, 2.3007], [2.5049, -4.0406, -6.0284], [-1.8324, -3.1793, -0.6046], [5.4232, 0.1439, 1.5560], [6.4420, 0.5137, -0.3200], [-1.8387, 3.9323, 1.5121], [5.9367, -0.6901, 2.8746], [-1.7176, -0.9157, 3.5046], [-2.3310, -1.5935, 4.1406], [3.0235, 1.8063, 1.7000], [-2.6908, -5.0333, 0.2441], [2.4691, 1.0064, 2.1854], [-3.1928, 2.9687, 2.1849], [-0.7743, -1.4273, 3.2832], [-1.2310, 0.9759, -3.9058], [0.2619, -2.2267, -5.2209], [4.8783, -4.1607, -1.9287], [1.0642, -2.2370, -6.6300], [5.3719, -2.5348, -0.1887], [-4.2446, -0.1451, 2.6910], [-8.7749, 2.3879, 0.6512], [1.4068, -0.4174, -4.7649], [3.8987, -2.4059, -4.8188], [-1.6222, 3.3614, 3.5138], [3.1419, 1.7643, 4.0849], [3.5466, -1.4176, -5.1186], [1.6058, -3.8591, -5.4466], [-5.6377, 5.7506, 1.6538], [0.8014, -4.4992, -5.8007], [6.6413, 0.0289, 0.4943], [5.9389, -1.9039, -1.2517], [-1.4788, -0.0031, 4.1005], [4.5590, -4.8708, 0.2576], [-3.5474, 6.5060, 1.2740], [5.4271, -1.5137, 2.8942], [-0.1817, -5.9457, -0.0989], [3.9119, 0.1440, 3.6891], [-9.1048, 3.9773, -0.6142], [4.0384, -1.9057, 0.1728], [-3.2323, -1.5284, 5.6355]], "forces_ev_per_angstrom": [[0.4, 0.0, -0.1], [-0.1, 0.0, -0.1], [0.2, 0.1, 0.0], [-0.2, -0.2, 0.3], [-0.2, 0.3, 0.6], [0.0, 0.0, 0.0], [0.1, -0.1, -0.2], [0.3, 0.0, 0.1], [0.1, -0.1, 0.1], [0.3, -0.3, -0.1], [0.8, -0.2, -0.9], [-0.2, -0.5, -0.6], [-0.1, -0.2, -0.1], [0.0, 0.0, 0.0], [-0.5, -0.1, -0.2], [-0.1, -0.1, 0.0], [0.3, 0.1, -0.5], [0.4, 0.3, -0.2], [-0.1, -0.1, 0.0], [0.0, 1.4, 0.4], [0.1, -0.1, -0.2], [0.2, 0.0, 0.1], [0.4, -0.7, -0.2], [2.4, 0.7, 0.4], [2.1, 0.7, 0.8], [-0.1, 0.0, -0.3], [-0.3, -0.2, 0.0], [0.4, -1.2, -0.4], [-0.4, 0.0, 0.2], [-0.5, -0.1, -1.0], [-0.3, 0.2, -2.1], [-0.5, -0.1, 0.3], [-0.2, 0.1, -0.1], [0.7, -0.7, 0.3], [0.3, -1.0, 0.3], [-0.2, -0.4, 0.6], [-0.1, -0.1, -0.5], [0.3, -0.2, 0.2], [-0.3, 0.3, -0.4], [-1.0, 0.8, 0.1], [-0.1, 0.0, -0.4], [-0.5, -0.2, -0.1], [-0.2, 0.3, 0.2], [-0.3, 0.9, 0.6], [-0.2, -0.1, -0.4], [-0.2, 0.3, 0.3], [-0.5, -0.4, -0.4], [2.1, 1.4, -1.0], [-1.8, 0.4, -0.9], [0.6, -0.2, 0.0], [-0.3, -2.0, -0.7], [-0.2, 0.7, -0.8], [1.1, -0.1, 0.5], [-0.1, 0.0, 0.0], [-1.4, 0.2, -0.8], [-0.3, 0.3, 0.2], [0.1, -0.4, -0.3], [0.0, 0.0, 0.1], [0.7, -0.9, 1.3], [0.3, 1.9, 1.5], [0.0, 0.2, 0.2], [-0.2, 0.0, 0.0], [-0.3, -0.3, -1.6], [-0.2, 0.2, 0.3], [1.8, -0.3, -2.4], [0.1, -0.2, 0.6], [0.3, 0.4, -0.1], [0.9, -0.3, 2.4], [0.0, 0.2, 0.0], [-0.3, 0.1, -0.1], [-0.1, 0.6, -0.2], [0.0, -0.1, 0.1], [-0.7, -0.5, 0.8], [0.0, -0.1, 0.0], [-1.5, -0.1, 0.0], [0.8, -0.3, 0.7], [0.3, 0.0, -0.3], [0.2, 0.5, 0.4], [0.1, 0.0, -0.1], [-0.1, 0.0, -0.3], [0.4, -0.4, 0.0], [0.0, -0.7, 0.0], [-0.2, 0.0, 0.0], [-0.7, -0.3, 0.3], [0.1, -0.1, 0.0], [-0.8, -1.0, 0.2], [0.3, -0.4, 0.4], [-0.1, -0.2, -0.3], [-0.4, 0.8, -0.6], [0.0, -0.1, 0.1], [0.3, 0.1, 0.3], [0.1, 0.1, -0.4], [-0.2, 0.3, 0.4], [0.1, 0.2, 0.7], [-1.0, 0.6, 0.5], [-1.7, 0.6, 2.1]]}

{"formula": "C25H40BBrNO10S", "method": "ωB97M-V/def2-TZVPD", "lumo_energy_ev": 2.13, "charge": -1, "gap_ev": 7.492, "e_homo_ev": -5.36, "total_energy_ev": -130089.1241, "species": ["H", "C", "H", "H", "H", "C", "H", "C", "H", "O", "H", "H", "H", "H", "C", "C", "C", "H", "H", "H", "O", "S", "C", "H", "O", "C", "C", "H", "O", "H", "O", "H", "H", "H", "O", "H", "H", "H", "C", "H", "C", "H", "C", "H", "H", "H", "N", "H", "C", "C", "C", "C", "O", "C", "C", "H", "C", "C", "Br", "H", "C", "C", "H", "H", "C", "H", "C", "H", "H", "B", "C", "H", "O", "H", "O", "O", "H", "H", "H"], "positions_angstrom": [[-3.9067, 1.0434, 6.2816], [-1.8405, -1.6261, 5.5504], [-1.4855, 1.9535, -0.5538], [0.3289, 1.7882, 2.3803], [0.0320, -1.2775, -2.3202], [3.2523, 1.2318, 2.1163], [2.2849, -0.1651, -8.9950], [4.8101, 3.5275, 5.9669], [1.5396, 2.4815, -0.5095], [-5.1525, -4.8988, -3.0996], [-1.7654, -1.9950, 6.5788], [3.3298, 0.9662, -8.1199], [-3.4435, -1.9684, -3.0724], [1.4429, -2.3770, -7.3003], [-0.2920, -1.4092, -1.2410], [0.6049, 2.4750, 1.5082], [1.1917, -1.4229, -6.8334], [5.1178, 4.0382, 6.9445], [-0.3584, 2.8949, 1.0667], [-5.2445, -1.9858, -1.5249], [2.9692, 2.0304, 0.9475], [-4.4964, -3.9516, -2.1038], [2.3832, 0.4209, -8.0781], [-2.6042, -1.6650, -1.1232], [0.9494, -1.5950, -5.4435], [-0.9115, 1.2732, -1.2916], [1.3883, -0.4641, -4.8244], [6.0722, 2.3609, 2.5880], [2.1153, 0.3130, -5.6766], [-3.6932, 1.5540, -1.1142], [-5.6452, -2.8860, -1.5095], [1.5941, -0.4862, 0.7471], [2.3738, 0.6292, 2.5203], [4.0489, 0.4545, 1.7930], [-0.5300, -1.4834, 5.0205], [1.8850, 0.1186, -0.9632], [0.2851, -1.0258, -7.3010], [-4.1239, 0.0189, -2.1851], [-3.1368, -3.0837, -3.0761], [1.5908, 1.1735, -8.0468], [5.7544, 3.2863, 4.7658], [-2.7930, -0.0347, 4.4525], [2.3459, -0.4627, -6.8488], [1.8237, 1.9456, 4.4943], [6.8376, 3.6552, 4.8855], [-0.8568, -3.0926, -3.0988], [-1.6837, 0.3470, -3.6057], [0.5469, -2.0345, -0.7349], [3.3399, 3.0499, 5.8577], [3.8767, 2.0468, 3.3466], [2.9126, 2.3216, 4.5657], [-1.9775, 0.8281, -2.4033], [0.9534, 0.2241, 5.0743], [-1.7014, -3.3034, -2.3404], [-0.1606, -0.1901, 5.2252], [2.5484, 3.1570, 6.6758], [-3.4205, 0.0911, 6.5098], [1.6139, 1.8271, 0.4412], [-1.4642, -0.3594, 1.2560], [-1.5678, -2.9499, -0.1452], [-3.5599, 1.0060, -2.1037], [5.3340, 2.5477, 3.4513], [-2.9552, 0.2061, 7.4927], [1.1566, 3.3782, 1.9802], [1.2739, 0.3192, 0.0026], [-2.4181, -2.3389, 4.9592], [-2.3875, -0.2321, 5.4505], [-1.6268, -4.4011, -2.0088], [-4.1907, -0.6817, 6.5660], [-0.2962, 0.0304, -0.3865], [-1.6409, -2.2716, -1.0648], [3.3006, -0.9866, -6.7293], [-3.9574, -4.7997, -0.9870], [-0.1263, 1.9066, -1.8306], [-1.2206, 0.5680, 5.6221], [1.1632, -0.1888, -3.6819], [-0.6505, 0.3189, -3.7104], [-3.1385, -3.4143, -4.1655], [-3.9477, 1.7006, -2.9323]], "forces_ev_per_angstrom": [[0.0, -0.1, 0.0], [-0.2, -0.6, -0.2], [0.9, -0.7, -1.3], [0.4, 0.8, -1.4], [-0.8, -0.3, 1.5], [1.5, -0.7, 0.6], [0.0, 0.0, 0.1], [-1.8, -1.8, -2.9], [0.4, -1.0, 1.5], [0.9, 3.5, 2.1], [-0.1, 0.1, 0.0], [-0.1, -0.1, -0.1], [0.8, -1.6, 0.0], [-0.1, 0.0, 0.2], [0.0, -0.9, 1.3], [0.4, 0.7, 0.7], [-0.2, -0.6, -0.3], [-0.2, -0.8, -1.8], [1.3, -0.8, 0.4], [-0.3, -0.6, 0.2], [-0.6, -0.7, 0.8], [-0.3, -6.4, -0.8], [0.3, 0.4, 0.1], [1.4, -0.6, 0.5], [0.2, 0.4, 0.3], [-2.2, 1.0, -0.7], [-0.1, 0.2, 1.0], [-1.3, 0.4, 1.6], [-0.3, -0.4, 0.4], [0.0, -1.1, -1.2], [2.0, -0.2, -1.0], [-0.2, 1.3, -0.7], [0.9, 1.0, -0.6], [-1.2, 1.1, 0.6], [0.3, 0.6, 0.2], [-0.9, 0.3, 1.4], [0.1, 0.1, 0.0], [0.7, 1.3, 0.3], [0.8, 1.4, 0.3], [-0.1, -0.2, 0.0], [-2.2, -0.8, 0.1], [0.2, -0.1, 0.0], [0.2, 0.4, -0.9], [2.2, 0.8, 0.1], [-1.9, -0.7, -0.3], [-1.5, -0.2, 1.1], [-0.3, 1.3, 2.9], [-1.2, 0.7, -0.9], [2.3, -1.1, -3.4], [0.5, 1.9, 3.0], [2.5, 1.1, 0.1], [0.1, -0.5, -1.3], [-1.0, -0.5, 0.3], [-1.1, 0.3, 0.1], [0.7, 0.1, -0.4], [1.5, 0.0, -1.2], [0.0, 0.5, 0.1], [-1.2, 0.0, -0.1], [-0.4, 0.3, 1.0], [-0.5, 1.5, -1.1], [1.1, 0.8, -0.5], [-2.8, 0.4, 2.8], [0.0, -0.2, -0.1], [-0.8, -1.3, -0.8], [0.9, 0.6, -0.1], [0.2, 0.0, 0.0], [-1.0, 0.1, 0.4], [-0.2, 1.6, -0.5], [0.1, 0.0, -0.1], [1.3, -0.6, -2.0], [1.3, -1.6, -1.9], [-0.1, 0.0, 0.0], [-1.0, 3.3, -1.8], [-0.9, -1.0, 0.7], [0.7, -0.4, -0.2], [0.8, -0.1, -1.3], [-1.0, 0.0, 0.4], [-0.5, -0.1, 1.7], [0.4, -1.1, 1.2]]}